This record from the OMol25 dataset describes an isolated molecule of C4H11N3O. The level of theory is ωB97M-V with the def2-TZVPD basis set.

Each line ends with the Löwdin charge.
Positions of all 19 atoms, in Å:
1 H 1.33298 1.90953 0.53374  0.024
2 N 1.68068 1.41896 -0.29171  0.113
3 C 1.19020 0.23608 -0.41161  -0.462
4 N 1.68380 -0.53208 -1.43594  0.105
5 C 0.38580 -0.52444 0.76556  -0.280
6 C -0.04300 0.42408 1.88233  -0.085
7 C -0.78142 -1.23453 0.12364  -0.119
8 O -1.07114 -0.44499 -1.14803  -0.278
9 N -2.02024 0.63055 -1.07257  0.040
10 H 2.12405 0.05099 -2.14045  0.097
11 H 1.01697 -1.17020 -1.85210  0.082
12 H 1.09074 -1.25732 1.17081  0.136
13 H -0.55658 1.30848 1.49330  0.077
14 H 0.83264 0.77066 2.44075  0.080
15 H -0.72322 -0.06866 2.58456  0.081
16 H -0.49114 -2.22810 -0.22957  0.116
17 H -1.68871 -1.30524 0.72887  0.119
18 H -2.51152 0.54346 -1.96431  0.081
19 H -1.45087 1.47277 -1.17724  0.075

Cartesian forces, eV/Å:
0.16 -0.32 -0.12
-1.01 -0.26 -0.09
0.90 0.43 2.31
-0.29 -0.55 -0.54
0.58 0.85 -0.89
0.27 0.22 -0.01
-0.62 1.42 -1.86
-0.23 -1.34 0.67
0.23 -0.39 0.29
0.01 -0.12 0.18
0.11 0.09 0.11
-0.02 0.03 -0.05
-0.05 -0.14 -0.02
-0.16 -0.03 -0.01
0.15 -0.02 -0.13
-0.22 0.18 -0.18
0.15 0.13 -0.05
0.00 -0.08 0.30
0.03 -0.11 0.12

Calculated values
Frontier orbital gap (eV): 10.07
Structure (SMILES): [H]/N=C(/N)[C@@H](C)CON
Strongest force on any atom (eV Å⁻¹): 2.52
HOMO (eV): -9.13
ΔE to the lowest compared entry with this formula, charge and spin (kJ/mol): 302.4



This record from the OMol25 dataset describes a structure of composition C36H54Cl2CsN5O8S6. The level of theory is ωB97M-V with the def2-TZVPD basis set.

Each line ends with the Löwdin charge.
Positions of all 112 atoms, in Å:
1 Cs 0.40396 0.64464 0.51284  1.073
2 C -1.48804 5.71204 -0.62918  -0.557
3 C -2.32209 5.16667 0.53255  -0.557
4 S -1.37748 4.04574 1.58545  0.863
5 C -2.69680 3.46380 2.66475  -0.531
6 C -3.82694 2.64944 2.03431  -0.508
7 S -3.31821 1.18780 1.08233  0.849
8 C -4.25379 1.49709 -0.43820  -0.557
9 C -3.83021 0.59372 -1.59988  -0.548
10 S -2.07226 0.44226 -2.00188  0.807
11 C -1.57238 2.06628 -2.63838  -0.535
12 C -1.89715 3.23715 -1.72142  -0.546
13 S -0.58249 4.50129 -1.64682  0.878
14 H -0.71958 6.38655 -0.24527  0.059
15 H -2.14897 6.30406 -1.27078  0.064
16 H -3.19048 4.63963 0.13263  0.050
17 H -2.70252 6.00741 1.12184  0.074
18 H -3.15184 4.32106 3.17340  0.076
19 H -2.19318 2.84249 3.40062  0.028
20 H -4.43239 3.27213 1.37056  0.058
21 H -4.46829 2.31360 2.85035  0.072
22 H -4.13583 2.54302 -0.71730  0.043
23 H -5.31952 1.32631 -0.25642  0.073
24 H -4.38510 0.89879 -2.49172  0.073
25 H -4.12519 -0.43474 -1.37837  0.064
26 H -2.00818 2.22141 -3.62726  0.068
27 H -0.48017 1.99121 -2.79303  0.039
28 H -2.02467 2.89030 -0.69791  -0.011
29 H -2.81730 3.73250 -2.04272  0.080
30 O 2.55024 1.28976 -0.96819  -0.736
31 S 3.34741 1.38476 -2.23252  1.006
32 C 4.88181 0.43966 -1.82596  -0.302
33 C 5.16269 0.26580 -0.33548  -0.222
34 C 4.42322 -0.95097 0.21626  -0.239
35 C 4.72434 -1.30136 1.66966  -0.305
36 S 3.52249 -0.62722 2.87168  0.983
37 O 2.20685 -0.69246 2.17985  -0.683
38 C 4.09584 1.07539 2.89163  -0.369
39 C 5.19000 1.34786 3.70324  -0.104
40 C 5.70284 2.63413 3.75768  -0.094
41 C 5.10590 3.64515 3.01609  -0.083
42 C 4.00020 3.36816 2.22711  -0.047
43 C 3.48310 2.08115 2.16393  -0.059
44 C 4.05289 3.04238 -2.14972  -0.352
45 C 5.21568 3.41108 -2.80746  -0.102
46 C 5.65057 4.72879 -2.75152  -0.101
47 C 4.91802 5.67096 -2.04367  -0.105
48 C 3.74250 5.29585 -1.40592  -0.074
49 C 3.29988 3.98345 -1.46522  -0.078
50 H 5.71623 0.90600 -2.34993  0.065
51 H 4.71411 -0.53530 -2.29198  0.084
52 H 4.87080 1.16807 0.20211  0.095
53 H 6.24262 0.14085 -0.19332  0.114
54 H 4.68327 -1.82544 -0.38907  0.121
55 H 3.34862 -0.80515 0.06956  0.069
56 H 5.71826 -0.98599 1.99686  0.088
57 H 4.63887 -2.37866 1.82959  0.084
58 H 5.63770 0.55572 4.29430  0.105
59 H 6.55967 2.84826 4.38459  0.096
60 H 5.50035 4.65298 3.05581  0.099
61 H 3.53546 4.14989 1.64123  0.107
62 H 2.64396 1.87892 1.51972  0.045
63 H 5.77285 2.69099 -3.39446  0.100
64 H 6.55783 5.01719 -3.26892  0.093
65 H 5.25392 6.70045 -2.00243  0.091
66 H 3.14725 6.03356 -0.88076  0.102
67 H 2.35838 3.67889 -1.02886  0.087
68 C 1.03788 -4.50358 -3.24587  -0.070
69 O 1.23634 -3.11629 -3.00280  -0.005
70 C 1.44362 -2.71556 -1.74207  -0.581
71 O 1.42231 -1.53949 -1.47052  0.009
72 N 1.78053 -3.68484 -0.84306  0.019
73 N 1.62365 -3.36480 0.52248  0.064
74 H 0.81380 -4.58072 -4.30639  0.090
75 H 0.19841 -4.88262 -2.66380  0.076
76 H 1.93534 -5.08006 -3.01674  0.083
77 H 1.49914 -4.63892 -1.03502  0.078
78 H 0.63026 -3.16400 0.65581  0.010
79 H 2.09088 -2.47777 0.67607  0.032
80 O -1.96620 0.82930 4.22589  -0.114
81 C -0.74601 0.95296 4.01103  -0.640
82 O -0.19053 1.62337 3.10056  -0.318
83 H -0.05101 0.41286 4.70418  0.107
84 N -2.41559 -5.55556 1.10442  0.139
85 C -1.35243 -5.73090 0.23457  -0.548
86 O -0.95676 -4.78243 -0.45062  -0.010
87 C -0.72584 -7.02734 0.23556  -0.229
88 C 0.41896 -7.21484 -0.55824  -0.257
89 N 1.35816 -7.36886 -1.21882  0.110
90 C -1.24682 -8.08707 1.00210  -0.285
91 N -1.73939 -8.91622 1.64512  0.083
92 H -2.96347 -4.72954 0.93125  0.095
93 H -2.90052 -6.37054 1.44325  0.077
94 C 2.74969 3.09448 -5.26436  -0.071
95 C 1.35203 2.74610 -4.69730  -0.786
96 C 0.37647 3.81908 -5.24041  -0.067
97 C 0.94269 1.37139 -5.28186  -0.051
98 O 1.35007 2.72427 -3.32630  -0.331
99 H 2.74773 3.18801 -6.35739  0.065
100 H 3.47064 2.31632 -4.99945  0.054
101 H 3.08831 4.04050 -4.83242  0.072
102 H 0.35516 3.86022 -6.33707  0.064
103 H 0.66807 4.79870 -4.85244  0.067
104 H -0.63075 3.61027 -4.87990  0.050
105 H 0.98169 1.34036 -6.37833  0.065
106 H -0.07259 1.12136 -4.96804  0.062
107 H 1.60800 0.60192 -4.88248  0.070
108 Cl -1.02176 -2.38008 2.33857  0.582
109 C -0.28952 -3.76595 3.14803  -0.995
110 Cl -0.07419 -3.49295 4.89177  0.498
111 H 0.68682 -3.93868 2.70800  0.007
112 H -0.94369 -4.61941 3.00716  0.007

Cartesian forces, eV/Å:
-1.04 0.02 -0.19
-0.12 -0.01 0.08
0.00 0.05 -0.13
0.09 -0.08 0.03
-0.06 0.03 -0.01
-0.05 0.08 0.01
0.16 -0.06 0.06
-0.03 0.02 -0.10
-0.08 0.04 0.03
0.02 0.06 -0.07
0.03 -0.05 -0.08
0.06 0.18 0.09
0.00 -0.06 -0.02
0.02 -0.01 -0.01
0.01 -0.01 0.00
-0.01 -0.02 -0.01
0.01 0.01 0.00
0.03 0.00 0.01
0.03 -0.04 0.01
-0.01 -0.04 0.01
-0.02 0.00 0.00
0.00 0.02 -0.01
0.01 0.00 0.00
0.01 -0.01 -0.01
0.02 -0.01 -0.02
-0.02 -0.04 0.01
0.00 0.01 0.01
0.00 -0.07 0.01
-0.03 0.01 0.00
0.40 0.14 -0.38
-0.02 0.06 0.06
0.03 -0.06 0.00
0.03 0.02 -0.07
0.00 -0.01 -0.03
-0.08 -0.01 0.02
0.09 0.00 -0.05
0.29 -0.14 0.23
0.01 -0.02 0.00
0.03 0.01 0.01
0.01 -0.02 0.01
0.01 0.03 -0.02
-0.04 0.00 -0.01
0.06 0.03 0.00
0.06 -0.08 -0.05
-0.03 0.00 0.00
0.02 0.02 0.01
0.03 0.01 -0.01
-0.05 -0.03 0.01
0.00 0.03 0.00
-0.04 0.03 -0.01
-0.01 0.00 0.00
0.01 0.04 -0.01
-0.02 -0.02 0.04
0.02 0.02 -0.01
0.07 -0.02 0.06
0.00 0.01 0.00
-0.01 0.01 0.00
-0.01 -0.01 0.00
0.00 0.00 0.00
0.01 -0.01 0.00
-0.01 0.01 0.00
0.01 -0.08 0.07
0.00 0.01 0.01
0.00 0.01 0.00
0.00 0.00 0.00
0.01 0.00 0.00
-0.01 0.01 0.01
-0.04 -0.17 -0.17
-0.03 0.10 -0.22
0.17 -0.19 -0.09
-0.07 0.41 0.10
-0.02 -0.33 0.03
-0.15 0.01 0.10
0.02 -0.04 -0.01
-0.02 -0.04 0.04
0.00 -0.05 -0.06
0.05 0.16 0.15
0.11 -0.04 0.02
0.06 0.03 0.05
0.00 0.00 0.07
0.04 0.08 -0.08
0.03 -0.01 0.31
-0.05 -0.01 -0.02
0.00 -0.03 -0.05
0.10 0.04 0.05
0.00 -0.04 0.03
-0.11 0.04 0.07
0.09 -0.11 -0.10
-0.02 0.09 0.01
0.01 0.04 -0.04
0.00 -0.02 0.01
0.00 0.03 0.00
0.00 0.01 0.01
0.02 0.03 0.00
0.02 0.00 -0.05
0.06 -0.03 0.06
0.03 0.05 0.05
0.02 0.00 -0.09
-0.03 -0.01 0.00
0.01 -0.01 0.03
0.00 -0.01 0.01
0.02 -0.03 0.01
0.00 -0.01 0.01
-0.09 0.01 0.02
0.01 0.03 0.01
-0.03 -0.02 0.02
-0.01 0.00 0.00
-0.20 0.10 0.14
0.10 -0.10 -0.07
-0.01 0.00 -0.01
-0.02 0.00 0.04
0.01 0.03 0.02

Calculated values
Frontier orbital gap (eV): 5.76
Strongest force on any atom (eV Å⁻¹): 1.05
HOMO (eV): -2.45
Total charge: -2
ΔE to the lowest compared entry with this formula, charge and spin (kJ/mol): 8.0



This record from the OMol25 dataset describes a cluster of 8 separate species, C2H18O8 in total. The level of theory is ωB97M-V with the def2-TZVPD basis set.

Each line ends with the Löwdin charge.
Positions of all 28 atoms, in Å:
1 C -2.72221 0.84339 0.28646  -0.046
2 C -1.50667 1.68728 0.20699  -0.277
3 O -0.41047 1.20745 0.04802  0.026
4 H -3.50818 1.44753 0.80286  0.101
5 H -2.52369 0.02457 0.99042  0.090
6 H -3.11162 0.42486 -0.62813  0.067
7 H -1.63746 2.76134 0.47609  0.139
8 O 1.76080 2.75944 0.57340  -0.082
9 H 2.20071 2.23689 1.25818  0.043
10 H 1.16784 2.05221 0.23108  -0.018
11 O 2.52599 0.65247 -1.52167  -0.082
12 H 2.43486 1.56802 -1.20490  0.030
13 H 1.63217 0.49320 -1.89186  0.008
14 O 1.95459 -1.73562 -0.57821  -0.078
15 H 2.74193 -1.89222 -1.11001  0.065
16 H 2.14575 -0.82505 -0.27250  0.033
17 O 0.71866 -0.77768 -2.86235  -0.054
18 H 0.41980 -1.08904 -2.00294  0.020
19 H 0.09046 -0.70728 -3.58036  0.058
20 O -0.96526 0.54871 3.26415  -0.049
21 H -0.88239 1.42268 2.87738  0.023
22 H -0.21935 0.27955 3.80600  0.043
23 O 1.94239 -2.98556 1.64118  -0.074
24 H 2.49365 -2.20360 1.53893  0.016
25 H 1.04456 -2.66579 1.55408  0.018
26 O -2.87236 -1.81637 -1.59328  -0.050
27 H -2.07140 -2.35349 -1.56033  0.041
28 H -2.84308 -1.35789 -0.74868  -0.010

Cartesian forces, eV/Å:
-1.34 0.45 1.65
0.30 -0.18 0.45
0.00 0.01 -0.45
0.29 -0.48 -0.69
0.24 0.02 -0.20
0.06 0.34 -0.49
0.23 -0.18 -0.40
-0.09 -1.07 0.04
0.32 0.49 0.06
-0.17 0.85 0.08
-0.70 1.16 0.31
0.56 -0.19 -0.01
0.69 -0.32 -0.34
0.16 0.73 0.17
-0.13 -0.21 -0.26
-0.26 -0.32 -0.50
0.92 0.42 -0.39
-0.54 -0.39 -0.30
-0.65 -0.24 0.53
-0.85 -0.61 -0.21
0.71 0.00 0.43
0.17 0.61 -0.19
0.25 -0.46 1.16
-0.17 -0.23 -0.21
-0.09 0.09 -0.20
0.31 -0.07 0.12
-0.11 -0.11 -0.19
-0.11 -0.12 0.02

Calculated values
Frontier orbital gap (eV): 10.30
Structure (SMILES): CC=O.O.O.O.O.O.O.O
Strongest force on any atom (eV Å⁻¹): 2.17
HOMO (eV): -10.25
ΔE to the lowest compared entry with this formula, charge and spin (kJ/mol): 77.9



This record from the OMol25 dataset describes a structure of composition C27H40Br9N6O10. The level of theory is ωB97M-V with the def2-TZVPD basis set.

Each line ends with the Löwdin charge.
Positions of all 92 atoms, in Å:
1 C 1.53370 -0.77065 2.06412  -0.127
2 C 0.81604 -1.65461 1.10794  -0.689
3 C 0.06773 -2.87738 1.82079  -0.109
4 O -0.10160 -0.92101 0.30768  -0.429
5 H 2.37438 -1.28702 2.52749  0.053
6 H 0.88613 -0.67813 2.93600  0.061
7 H 1.76969 0.12043 1.48240  0.060
8 H 1.46688 -2.19554 0.42099  0.080
9 H -0.90142 -2.63497 2.25677  0.047
10 H 0.72405 -3.38109 2.53046  0.035
11 H -0.01803 -3.65659 1.06345  0.037
12 C 0.31422 -8.47323 -1.63433  -1.567
13 Br 2.01255 -8.04421 -2.47007  0.539
14 Br 0.91686 -8.84895 0.16650  0.510
15 Br -0.59650 -10.03932 -2.39143  0.530
16 H -0.39202 -7.66995 -1.42436  -0.015
17 C -4.54345 -6.22433 3.80297  -1.526
18 Br -4.45643 -7.44665 2.22292  0.508
19 Br -2.96591 -6.47500 4.94778  0.513
20 Br -6.04787 -6.62714 4.96685  0.517
21 H -4.62110 -5.16662 3.55131  -0.017
22 C 3.81056 -6.27429 6.57271  -1.538
23 Br 3.32787 -6.47335 8.45653  0.526
24 Br 4.58608 -7.91077 5.91665  0.566
25 Br 4.88648 -4.58309 6.12330  0.484
26 H 2.89252 -5.90315 6.11710  -0.042
27 C -8.30025 1.33762 3.78732  -0.022
28 C -7.36338 1.54756 2.75006  -0.007
29 C -6.88358 0.49615 1.98795  -0.325
30 C -7.40543 -0.75721 2.25873  -0.023
31 C -8.35030 -0.94637 3.24252  -0.018
32 C -8.85213 0.09853 4.01903  -0.386
33 O -9.82396 -0.03070 4.89718  0.078
34 O -5.89887 0.88095 1.10029  0.036
35 H -8.71025 2.18169 4.32196  0.106
36 H -7.14395 2.56280 2.45417  0.115
37 H -6.94893 -1.60388 1.76765  0.115
38 H -8.86444 -1.86506 3.48350  0.116
39 H -9.93642 0.82864 5.31006  0.105
40 H -5.17251 0.25726 1.02954  0.110
41 C -2.86017 6.09442 1.85597  -0.023
42 C -3.68345 7.12307 2.32618  -0.007
43 C -3.62940 8.29544 1.53213  -0.357
44 C -2.77484 8.45143 0.45127  -0.007
45 C -1.87465 7.41377 0.26356  -0.040
46 C -1.83608 6.21527 0.90261  -0.330
47 O -1.08102 5.16054 0.50282  0.054
48 O -4.43542 9.30370 1.91468  0.033
49 H -3.06123 5.13708 2.31367  0.110
50 H -4.44146 6.91903 3.06792  0.111
51 H -2.83839 9.41500 -0.03234  0.119
52 H -1.20551 7.59095 -0.56544  0.115
53 H -1.20813 4.26658 0.82884  0.118
54 H -4.48247 9.28198 2.87328  0.101
55 C 4.99241 -1.58922 -6.14800  -0.040
56 C 3.96195 -1.03924 -5.44833  -0.003
57 C 3.84467 0.42064 -5.41519  -0.311
58 C 4.74838 1.23992 -6.08450  -0.017
59 C 5.78184 0.59960 -6.80917  -0.003
60 C 5.94419 -0.81249 -6.81250  -0.383
61 O 6.93144 -1.36695 -7.47858  0.047
62 O 2.90459 1.02873 -4.64990  0.037
63 H 4.99053 -2.66026 -6.28679  0.117
64 H 3.20975 -1.71324 -5.06582  0.112
65 H 4.62548 2.31290 -6.08180  0.111
66 H 6.51551 1.21908 -7.30350  0.104
67 H 6.75294 -1.35655 -8.42177  0.117
68 H 2.76463 0.51835 -3.84895  0.111
69 C -3.23180 -2.41774 -5.35331  -0.861
70 O -3.83683 -2.78307 -6.30925  0.040
71 N -3.60682 -2.66559 -4.14520  0.177
72 N -2.09739 -1.84086 -5.51188  0.168
73 H -4.42750 -3.23007 -3.97803  0.120
74 H -3.07377 -2.39689 -3.33050  0.117
75 H -1.92553 -1.41436 -6.41113  0.122
76 H -1.54616 -1.55358 -4.71582  0.115
77 C 4.98277 5.51416 0.76409  -0.710
78 O 5.87711 6.20835 1.30209  -0.009
79 N 4.64352 5.57018 -0.54358  0.139
80 N 4.13377 4.76646 1.43161  0.147
81 H 3.71740 5.27405 -0.81688  0.097
82 H 5.12779 6.06272 -1.28046  0.105
83 H 3.16294 4.86483 1.17104  0.113
84 H 4.45821 4.79066 2.38778  0.118
85 C 7.59055 -0.29089 0.15527  -0.758
86 O 7.54483 -0.51570 1.37107  0.012
87 N 8.70887 -0.31275 -0.54969  0.138
88 N 6.58606 0.00654 -0.62217  0.160
89 H 8.71706 0.27128 -1.37367  0.104
90 H 9.47884 -0.65298 0.00843  0.115
91 H 5.65909 0.20485 -0.27360  0.124
92 H 6.71384 0.17950 -1.60900  0.105

Cartesian forces, eV/Å:
0.12 -0.73 0.70
-3.54 -0.58 -1.75
1.22 0.24 -0.68
0.99 -0.70 1.07
0.74 0.14 -0.35
-0.36 1.03 -0.12
0.15 0.25 0.69
1.03 -0.06 -0.11
0.06 0.20 -0.02
0.12 0.16 0.70
-0.63 0.10 -0.27
0.64 -0.78 1.02
-0.83 0.30 -0.83
-0.44 -0.43 0.77
0.36 0.87 0.11
0.26 0.06 -1.05
0.35 -0.95 0.59
-0.15 1.11 1.05
-0.19 0.24 -0.71
-0.15 0.06 -0.54
0.16 -0.44 -0.39
0.14 1.54 0.18
0.43 0.26 -0.49
-0.33 0.76 -0.05
-0.38 -1.48 0.63
0.14 -1.07 -0.29
0.64 0.73 -1.40
-1.48 0.16 0.86
0.31 1.13 0.88
1.08 -0.50 -0.35
-1.52 -0.08 1.12
2.40 0.72 -2.12
-1.44 -0.86 1.40
-0.44 -0.45 -0.29
0.10 0.34 0.09
0.49 0.05 0.23
-0.28 -0.25 -0.22
0.50 -0.65 -0.46
-0.25 -0.01 0.22
-0.04 -0.33 0.05
-0.14 -0.72 1.50
1.40 -0.18 -2.89
-0.06 -1.01 1.40
-0.82 -0.64 2.20
1.47 1.32 -2.82
-2.71 -1.03 1.51
1.29 0.86 -1.07
-0.73 1.56 0.00
0.37 -0.38 0.08
0.01 0.23 0.05
0.50 -0.22 -0.45
0.41 -0.29 -0.15
-0.71 0.35 0.61
-0.25 0.08 0.00
0.44 -0.30 -0.65
-0.39 2.77 -0.27
0.66 -1.88 0.45
0.28 -1.79 -0.63
-0.25 -0.64 0.76
-2.81 3.04 1.34
2.32 -1.48 -1.47
-0.44 0.28 0.10
0.35 -0.17 0.12
-0.19 0.35 0.41
0.05 0.00 0.12
0.12 -0.07 -0.21
0.09 0.02 -0.09
-0.27 -0.14 0.08
-0.79 -1.10 -1.14
-2.82 -1.09 -3.17
-1.49 -0.88 4.91
4.88 2.94 -0.06
0.27 0.20 -0.27
-0.11 -0.01 -0.18
0.10 -0.24 0.31
0.01 0.20 -0.32
2.16 3.85 -0.69
-0.77 -1.83 -1.14
-0.26 0.20 -2.09
-0.70 -1.49 2.12
0.34 -0.28 0.06
0.22 0.18 0.79
0.06 -0.43 0.57
-1.08 -0.23 0.36
0.05 -0.37 3.22
-0.15 -0.04 -1.04
2.30 -0.54 -0.52
-3.87 1.12 -1.77
0.96 -0.40 0.29
0.44 0.58 -0.72
0.31 -0.17 0.25
-0.05 -0.20 0.32

Calculated values
Frontier orbital gap (eV): 4.01
Strongest force on any atom (eV Å⁻¹): 5.70
HOMO (eV): -2.96
Total charge: -1